Here is a structure of composition C27H19N9O4Sc from the Open Molecules 2025 dataset. Energies are from wB97M-V/def2-TZVPD.

```
60
Properties=species:S:1:pos:R:3:lowdin_charge:R:1
Sc -0.43450 0.01272 0.57977 1.086
C -0.99130 2.52252 2.61511 -0.072
N -0.57707 1.10526 2.71210 -0.073
C 0.60830 0.86941 3.57091 -0.076
C 1.55891 -0.05270 2.88103 -0.309
N 1.24095 -0.70954 1.77994 0.061
C 2.36733 -1.46370 1.43284 -0.210
C 2.58296 -2.32045 0.35790 -0.012
C 3.82702 -2.91011 0.26779 -0.055
C 4.82653 -2.65581 1.21785 -0.058
C 4.61753 -1.81515 2.29073 0.007
C 3.36378 -1.22618 2.38380 -0.170
N 2.80047 -0.33769 3.28671 0.192
C -0.95572 2.96132 1.18688 -0.275
N -0.95290 2.10666 0.18230 0.065
C -0.93907 2.87276 -0.98941 -0.207
C -0.93498 2.48313 -2.32620 -0.015
C -0.88316 3.48630 -3.27133 -0.051
C -0.84411 4.83828 -2.90222 -0.054
C -0.86860 5.23457 -1.58261 0.007
C -0.91915 4.22461 -0.63065 -0.162
N -0.93921 4.23145 0.75844 0.202
H -0.32890 3.15592 3.20719 0.135
H -2.00127 2.64872 3.01012 0.149
H -1.35856 0.56904 3.08351 0.135
H 0.30866 0.44176 4.53048 0.148
H 1.11838 1.81274 3.77233 0.128
H 1.80709 -2.50699 -0.37223 0.107
H 4.03848 -3.58118 -0.55260 0.114
H 5.78826 -3.13498 1.10130 0.114
H 5.39394 -1.62357 3.01795 0.121
H 3.29336 0.10976 4.04320 0.183
H -0.96415 1.43915 -2.60563 0.110
H -0.86497 3.22680 -4.32014 0.116
H -0.79056 5.58757 -3.67887 0.117
H -0.84232 6.27990 -1.30774 0.121
H -0.92310 5.05490 1.33936 0.184
O -3.82616 -2.00087 1.63207 0.129
C -2.97726 -1.91187 0.78172 -0.510
O -1.96859 -1.05006 0.86530 -0.164
C -2.99522 -2.77003 -0.44941 -0.120
C -2.00322 -2.68044 -1.42309 -0.010
C -2.05955 -3.48685 -2.54463 0.018
C -3.10784 -4.37876 -2.68526 -0.126
C -4.10055 -4.48412 -1.72618 0.033
C -4.03844 -3.67497 -0.60698 0.020
N -3.15900 -5.22764 -3.88271 -0.351
O -2.25262 -5.12060 -4.67983 0.092
O -4.07758 -6.01328 -3.96319 0.100
H -1.17160 -1.98692 -1.32843 0.086
H -1.30326 -3.43509 -3.31505 0.125
H -4.90683 -5.18973 -1.86135 0.128
H -4.79464 -3.72693 0.16296 0.130
N 0.93422 0.12719 -1.04639 0.091
C 1.75055 0.97380 -1.02810 -0.169
C 2.64848 1.98206 -0.83284 -0.238
C 2.86910 3.01449 -1.78067 -0.212
N 3.01799 3.85671 -2.54906 0.168
C 3.04740 2.09437 0.52804 -0.192
N 3.24625 2.15233 1.66318 0.171
```

Properties
HOMO: -11.53 eV
net charge: +1
spin multiplicity: 1
gap between HOMO and LUMO: 8.40 eV
calculated total energy: -70605.469 eV
energy relative to the best compared isomer or geometry (same formula, charge and spin): 14.9 kcal per mole